Entry 1:
A cluster of 13 separate species, C70H170N4O31 in total at a distorted geometry. Source: the Open Molecules 2025 dataset; level of theory: ωB97M-V/def2-TZVPD.

Each line ends with the Löwdin charge.
Positions of all 275 atoms, in Å:
O (0.681, -10.857, -3.676)  -0.1818
O (-2.188, 5.964, 11.241)  -0.2151
O (-10.299, -6.931, 8.331)  -0.1955
O (3.697, -7.221, -11.409)  -0.1210
O (1.727, -4.172, -11.510)  -0.1726
O (4.833, -6.637, 6.534)  -0.1239
O (-14.271, 3.866, -0.533)  -0.1629
O (-16.241, 1.975, -1.552)  -0.1794
O (6.296, -5.475, -11.295)  -0.1709
O (6.679, 7.407, 6.373)  -0.2174
O (12.032, 5.483, -1.443)  -0.1975
O (-2.402, 9.416, 1.269)  -0.1977
O (4.753, 2.573, 5.959)  -0.1992
O (0.176, -12.932, -1.471)  -0.1510
O (-4.744, 9.164, -7.127)  -0.2133
O (-1.281, -8.271, -3.445)  -0.2244
O (-2.653, 0.474, 9.411)  -0.1626
O (9.575, -5.291, -2.549)  -0.1744
O (-5.910, 10.803, 6.680)  -0.1739
O (9.958, -10.506, -4.230)  -0.1785
O (7.082, -4.947, 5.733)  -0.1770
O (8.282, -7.995, -3.279)  -0.1424
O (6.101, 5.213, 4.625)  -0.1186
O (-8.191, -5.508, 6.437)  -0.1574
O (0.673, -0.063, -1.617)  -0.1985
O (-3.659, 3.474, 9.344)  -0.1788
O (-11.869, 5.207, 1.531)  -0.1976
O (2.543, -6.242, 4.304)  -0.2183
O (4.581, 2.678, -9.222)  -0.1966
O (-10.316, -3.238, 5.148)  -0.2078
O (-4.380, 10.692, 4.233)  -0.1579
N (-0.672, 2.133, -0.571)  0.0363
N (3.395, 5.129, -8.564)  0.0414
N (10.737, 3.337, -3.201)  0.0264
N (-2.733, 6.797, -5.101)  0.0160
C (3.144, -6.013, -11.906)  -0.1884
C (-3.354, 5.144, 11.203)  -0.1959
C (-3.910, 7.315, -5.868)  -0.3822
C (-2.612, -7.784, -3.348)  -0.1270
C (4.762, -7.079, -10.480)  -0.1940
C (-2.789, 0.921, -0.231)  -0.0421
C (-4.885, 11.925, 4.760)  -0.1758
C (-3.777, 4.818, 9.766)  -0.1696
C (8.214, -4.225, 5.268)  -0.1131
C (-7.951, -6.576, 7.401)  -0.1759
C (5.134, 2.814, 4.630)  -0.2285
C (8.461, -9.249, -2.607)  -0.1791
C (-9.153, -4.536, 6.810)  -0.1820
C (-12.939, 4.459, -0.534)  -0.1372
C (8.540, 4.512, -2.958)  -0.0444
C (0.975, -3.299, -10.677)  -0.1150
C (2.357, -6.344, 5.721)  -0.1620
C (10.136, 4.614, -2.864)  -0.4133
C (-7.177, 10.364, 7.244)  -0.1051
C (3.420, 4.546, -9.942)  -0.4206
C (-17.509, 1.220, -1.704)  -0.0605
C (4.700, 3.707, -10.163)  -0.2192
C (5.089, 1.267, 6.390)  -0.1079
C (-3.390, 10.861, 3.233)  -0.1908
C (3.487, -7.181, 6.490)  -0.1426
C (0.777, -10.603, -2.300)  -0.2026
C (-9.041, -3.331, 5.816)  -0.1622
C (-1.031, 9.818, 1.225)  -0.1062
C (10.632, 5.205, -1.521)  -0.2161
C (8.315, -5.086, -1.948)  -0.1078
C (5.691, 7.652, 7.335)  -0.1074
C (-3.152, 9.484, 2.515)  -0.1647
C (-9.134, -7.468, 7.724)  -0.2183
C (-12.011, 4.058, 0.707)  -0.1758
C (6.538, 5.112, 5.997)  -0.2159
C (-1.094, -9.419, -4.417)  -0.1274
C (1.048, -0.008, -2.987)  -0.0979
C (-0.714, -0.004, -1.560)  -0.2521
C (2.537, -5.133, -10.851)  -0.2135
C (-11.050, 4.977, 2.689)  -0.1058
C (-10.466, -4.181, 4.036)  -0.0749
C (-6.173, 11.698, 5.586)  -0.1884
C (-2.418, 2.933, 8.935)  -0.1839
C (6.920, -6.286, 5.289)  -0.1879
C (3.474, 5.674, -10.954)  -0.0815
C (7.475, 6.186, 6.374)  -0.1504
C (9.494, -7.440, -3.819)  -0.1727
C (9.492, -5.863, -3.819)  -0.2107
C (-2.747, 1.542, 8.481)  -0.1993
C (-3.389, 0.680, 10.624)  -0.1026
C (5.085, 4.308, 4.174)  -0.1503
C (-0.402, -13.322, -2.671)  -0.1242
C (5.452, -6.742, 5.284)  -0.2103
C (-10.244, -6.709, 9.783)  -0.0637
C (-4.762, 10.500, -7.702)  -0.0719
C (-3.556, 8.702, -6.546)  -0.2098
C (9.898, -11.275, -5.404)  -0.1294
C (-1.557, 6.100, 12.586)  -0.0530
C (-5.033, 7.366, -4.797)  -0.0602
C (1.126, -11.905, -1.584)  -0.2083
C (5.390, 1.566, -9.518)  -0.1154
C (-14.969, 3.977, -1.783)  -0.1732
C (0.363, -9.777, -4.569)  -0.1518
C (-16.370, 3.385, -1.555)  -0.2175
C (6.139, -6.848, -11.060)  -0.2345
C (1.387, -5.891, 3.575)  -0.1154
C (8.751, -10.489, -3.457)  -0.1867
C (-1.239, 0.859, -0.404)  -0.4544
C (12.407, 6.862, -1.558)  -0.0953
C (7.688, -5.094, -11.441)  -0.0869
H (5.775, 4.733, 6.678)  0.1239
H (-0.168, -10.283, -1.861)  0.1255
H (-10.906, 5.930, 3.198)  0.0843
H (-3.334, 0.004, -0.457)  0.0673
H (6.202, 7.476, 8.282)  0.0834
H (4.565, -6.317, -9.726)  0.1218
H (13.439, 7.020, -1.874)  0.0803
H (9.995, 6.075, -1.365)  0.1135
H (8.417, -4.752, -0.916)  0.0850
H (-8.702, -8.377, 8.142)  0.1223
H (3.524, 5.361, -11.997)  0.0773
H (9.570, -10.698, -6.268)  0.0858
H (-10.893, -5.079, 4.482)  0.0765
H (9.121, -4.727, 5.602)  0.0813
H (-7.114, -7.151, 7.005)  0.1228
H (7.784, -4.329, -2.526)  0.0883
H (10.520, 5.358, -3.561)  0.1256
H (10.396, 2.667, -2.527)  0.0642
H (-12.572, 3.310, 1.266)  0.1133
H (-11.280, -3.946, 3.351)  0.0770
H (6.440, 1.858, -9.531)  0.0895
H (6.110, 2.397, 4.384)  0.1192
H (-2.060, 3.619, 8.167)  0.1284
H (-14.374, 3.461, -2.536)  0.1242
H (-2.813, -7.124, -2.504)  0.0813
H (-11.495, 4.224, 3.339)  0.0846
H (1.529, -2.547, -10.115)  0.0821
H (7.326, -6.430, 4.288)  0.1199
H (-7.449, 11.015, 8.075)  0.0801
H (-4.113, 9.005, 2.331)  0.1211
H (0.397, -6.266, 3.834)  0.0897
H (1.390, -4.801, 3.603)  0.0827
H (12.249, 7.233, -0.545)  0.0899
H (-0.440, 9.118, 1.816)  0.0801
H (-0.783, -12.554, -3.344)  0.0756
H (11.745, 3.298, -3.157)  0.0686
H (-2.282, 6.468, 13.312)  0.0777
H (8.287, 6.331, 5.661)  0.1341
H (3.779, 4.399, -7.981)  0.0535
H (8.057, -5.073, -12.467)  0.0840
H (8.644, -11.338, -2.781)  0.1225
H (0.397, -13.828, -3.214)  0.0901
H (-4.733, 7.734, -3.815)  0.0734
H (-3.316, 9.349, -5.702)  0.1155
H (-0.705, 6.780, 12.624)  0.0811
H (9.223, -9.068, -1.849)  0.1243
H (-2.686, 8.723, -7.202)  0.1200
H (-2.889, 7.398, -4.304)  0.0399
H (4.722, 3.304, -11.176)  0.1265
H (8.441, -5.644, -10.877)  0.0785
H (-7.032, 9.369, 7.666)  0.0793
H (-1.722, 2.968, 9.774)  0.1289
H (-10.156, -4.956, 6.871)  0.1211
H (-3.517, -0.226, 11.217)  0.0839
H (-1.158, -14.099, -2.556)  0.0892
H (-1.250, 5.085, 12.839)  0.0773
H (-3.243, 5.436, 9.044)  0.1267
H (1.470, -9.790, -2.085)  0.1300
H (-6.435, 12.682, 5.975)  0.1237
H (6.253, -7.452, -11.960)  0.1318
H (8.157, 4.382, -3.970)  0.0649
H (11.893, 7.368, -2.375)  0.0821
H (-3.362, -8.574, -3.309)  0.0817
H (-2.478, 11.108, 3.777)  0.1254
H (5.361, -7.789, 4.995)  0.1237
H (1.446, -6.936, 5.816)  0.1111
H (-9.537, -4.333, 3.487)  0.0881
H (2.238, -5.370, 6.195)  0.1220
H (5.260, 0.909, -8.658)  0.0858
H (4.466, 2.133, 4.102)  0.1224
H (3.904, -5.509, -12.502)  0.1249
H (2.115, -0.229, -3.014)  0.0880
H (0.229, -3.707, -9.996)  0.0820
H (-16.844, 3.900, -0.719)  0.1233
H (4.893, -6.181, 4.536)  0.1157
H (-5.133, 12.512, 3.876)  0.1166
H (-4.837, 5.058, 9.680)  0.1221
H (10.425, 4.472, -0.742)  0.1217
H (8.591, -5.597, -4.371)  0.1178
H (1.462, -11.618, -0.587)  0.1242
H (-1.036, 2.560, -1.411)  0.0781
H (7.732, -6.000, -1.841)  0.0795
H (1.655, -6.010, 2.525)  0.0870
H (8.128, -3.221, 5.684)  0.0857
H (6.863, -7.282, -10.371)  0.1183
H (7.555, -9.435, -2.030)  0.1247
H (-5.797, 8.055, -5.158)  0.0681
H (3.330, -4.602, -10.325)  0.1182
H (-11.079, 3.511, 0.560)  0.1155
H (4.180, 5.765, -8.567)  0.0558
H (-3.384, 1.638, -0.797)  0.0693
H (8.134, 3.672, -2.393)  0.0664
H (-12.901, 5.517, -0.796)  0.1190
H (-4.423, 0.960, 10.421)  0.0832
H (-2.724, 8.822, 3.268)  0.1149
H (-8.078, 10.197, 6.654)  0.0815
H (7.138, 4.203, 5.996)  0.1180
H (-2.726, -7.122, -4.206)  0.0806
H (2.479, 3.999, -9.996)  0.1359
H (-2.259, 1.318, 7.532)  0.1263
H (-1.031, -1.045, -1.506)  0.1307
H (-1.854, 7.071, -5.518)  0.0570
H (5.085, 4.224, 3.087)  0.1224
H (-5.540, 6.414, -4.638)  0.0760
H (9.591, -7.804, -4.842)  0.1151
H (7.926, -10.577, -4.165)  0.1201
H (-11.172, -6.294, 10.176)  0.0829
H (3.170, -7.233, 7.531)  0.1174
H (10.900, -11.639, -5.629)  0.0842
H (7.876, 5.976, 7.366)  0.1243
H (-1.396, -9.116, -5.419)  0.1171
H (-10.030, 4.649, 2.486)  0.0790
H (-8.146, -3.501, 5.218)  0.1182
H (-0.849, 10.843, 1.546)  0.0826
H (-4.095, 12.421, 5.324)  0.1249
H (-18.097, 1.217, -0.786)  0.0785
H (5.133, 0.907, -10.347)  0.0875
H (6.056, 1.326, 6.890)  0.0809
H (0.938, 1.048, -3.230)  0.0914
H (-9.446, -5.994, 9.981)  0.0755
H (1.045, -8.971, -4.300)  0.1306
H (-4.354, 11.279, -7.059)  0.0836
H (-2.941, 1.225, 0.805)  0.0712
H (-5.797, 10.726, -7.959)  0.0825
H (-10.047, -7.606, 10.371)  0.0793
H (5.561, 4.347, -9.971)  0.1276
H (2.667, 6.390, -10.798)  0.0805
H (-1.745, -10.150, -3.939)  0.1231
H (-8.930, -2.391, 6.356)  0.1158
H (1.997, -5.702, -10.094)  0.1334
H (0.540, -10.111, -5.591)  0.1268
H (-2.866, 4.232, 11.546)  0.1027
H (-0.632, 9.598, 0.235)  0.0831
H (-1.079, 0.557, -2.421)  0.1182
H (3.426, -8.210, 6.136)  0.1146
H (4.875, -8.030, -9.960)  0.1245
H (-7.450, -6.204, 8.294)  0.1141
H (-6.891, 11.206, 4.930)  0.1217
H (-17.360, 0.172, -1.964)  0.0803
H (0.275, 1.869, -0.802)  0.0656
H (2.383, -6.260, -12.646)  0.1312
H (-3.791, 1.566, 8.171)  0.1243
H (0.352, -2.742, -11.377)  0.0838
H (9.355, -12.221, -5.404)  0.0852
H (4.932, 6.876, 7.227)  0.0778
H (5.216, 0.539, 5.588)  0.0872
H (0.523, -0.713, -3.632)  0.0924
H (-9.533, -7.778, 6.758)  0.1280
H (-17.087, 3.684, -2.319)  0.1097
H (-4.104, 6.556, -6.625)  0.1258
H (10.392, -5.506, -4.318)  0.1249
H (8.046, 5.427, -2.630)  0.0631
H (4.525, 0.862, 7.230)  0.0871
H (10.461, -7.629, -3.353)  0.1244
H (-4.174, 5.351, 11.891)  0.1235
H (-8.783, -4.138, 7.755)  0.1163
H (5.317, 8.667, 7.204)  0.0932
H (7.512, -6.929, 5.940)  0.1213
H (-3.767, 11.488, 2.424)  0.1254
H (-12.411, 4.035, -1.388)  0.1029
H (-18.114, 1.691, -2.478)  0.0748
H (-3.058, 1.465, 11.303)  0.0747
H (4.445, 6.145, -10.801)  0.0721
H (8.397, -4.079, 4.204)  0.0784
H (2.067, -12.270, -1.995)  0.1227
H (-14.996, 5.054, -1.953)  0.1204
H (-0.734, 0.443, 0.468)  0.1365
H (4.096, 4.629, 4.500)  0.1217
H (-4.241, 10.445, -8.657)  0.0797
H (7.787, -4.124, -10.954)  0.0825

Values from the calculation:
**HOMO energy**: -8.88 eV
**Orbital gap**: 9.2 eV

Entry 2:
A cluster of 2 separate species, C2H2ClO3P in total at a distorted geometry. Source: the Open Molecules 2025 dataset; level of theory: ωB97M-V/def2-TZVPD.

Each line ends with the Löwdin charge.
Positions of all 9 atoms, in Å:
Cl (0.252, 4.540, 0.088)  -0.8871
P (0.842, -1.709, 0.058)  0.4602
O (1.450, -2.293, 1.329)  -0.4349
O (1.162, -2.463, -1.189)  -0.4132
O (-0.976, -1.467, 0.055)  -0.2181
C (-0.270, -0.291, -0.015)  -0.4762
C (-0.725, 0.954, -0.107)  -0.0149
H (-1.742, 1.011, -0.115)  0.0144
H (0.007, 1.718, -0.105)  -0.0303

Values from the calculation:
**Total charge**: -2
**HOMO energy**: -1.46 eV
**Orbital gap**: 8.0 eV

Entry 3:
A structure of composition C32H34ClCsGe2I2NO3 at a distorted geometry. Source: the Open Molecules 2025 dataset; level of theory: ωB97M-V/def2-TZVPD.

Each line ends with the Löwdin charge.
Positions of all 76 atoms, in Å:
Cs (0.147, -0.565, -2.493)  1.0714
I (4.767, -7.623, -3.404)  0.8319
I (3.696, -5.029, 1.390)  0.7937
Ge (-1.180, 1.513, 1.106)  0.8366
Ge (0.402, 0.093, 2.213)  0.8373
Cl (-4.701, 3.160, -7.782)  0.6662
O (-0.724, -0.286, -5.106)  -0.2201
O (-1.917, 1.597, -2.969)  -0.2312
O (1.854, -3.000, -0.652)  -0.1480
N (1.406, -3.202, -3.319)  0.0045
C (2.073, -4.189, -2.645)  -0.1573
C (-0.857, -2.040, 3.794)  -0.1750
C (3.291, -6.329, -1.289)  -0.3010
C (-1.178, 2.119, 2.992)  -0.2239
C (2.498, -5.286, -4.795)  -0.0530
C (1.934, 0.560, 6.590)  -0.0939
C (3.347, -6.284, -2.695)  -0.7167
C (-0.161, 1.426, 3.603)  -0.3610
C (-0.815, 0.879, -5.571)  -0.2054
C (-2.551, 2.376, -6.414)  -0.0941
C (1.250, 0.481, 5.385)  -0.0730
C (0.355, 2.673, 5.762)  -0.0234
C (1.773, -4.336, -5.444)  -0.0756
C (2.231, -4.081, -1.197)  -0.4582
C (-1.958, 1.743, -5.351)  -0.1585
C (1.072, 2.756, 6.969)  -0.0874
C (-3.815, 2.961, -6.373)  -0.7605
C (3.011, 1.477, 2.557)  -0.1579
C (-3.800, 2.585, -4.009)  -0.0309
C (1.283, -3.297, -4.659)  -0.1624
C (2.294, 0.305, 1.798)  -0.3455
C (-0.433, 2.917, -0.188)  -0.3459
C (0.463, 1.546, 4.922)  -0.2482
C (-4.382, 3.182, -5.104)  -0.1128
C (2.680, -5.249, -3.384)  -0.2181
C (-4.128, 1.526, 1.245)  -0.1689
C (-0.217, -1.776, 2.389)  -0.3427
C (-0.621, 4.369, 0.310)  -0.1894
C (-2.550, 1.916, -4.051)  -0.3928
C (1.839, 1.685, 7.385)  -0.1161
C (-2.932, 0.838, 0.481)  -0.3509
C (2.902, -5.208, -0.544)  -0.6538
H (2.388, 1.686, 8.316)  0.0954
H (2.488, -0.329, 6.963)  0.1151
H (-3.873, 2.547, 1.381)  0.0290
H (0.045, 1.309, -6.163)  0.1377
H (-0.928, -1.948, 1.529)  0.0649
H (-5.061, 1.504, 0.637)  0.0685
H (-1.851, 2.877, 3.461)  0.0604
H (0.027, 5.020, -0.280)  0.0548
H (0.976, 3.664, 7.574)  0.1013
H (2.813, -6.186, -5.315)  0.0806
H (-1.670, 4.745, 0.220)  0.0748
H (-1.542, -1.231, 4.068)  0.0538
H (2.472, 2.402, 2.521)  0.0465
H (4.012, 1.728, 2.179)  0.0610
H (-0.274, 3.484, 5.457)  0.0974
H (1.452, -0.378, 4.723)  0.1000
H (-4.211, 2.704, -3.025)  0.1002
H (2.339, 0.418, 0.694)  0.0535
H (3.677, -7.212, -0.785)  0.0506
H (2.723, -0.688, 2.048)  0.0622
H (-2.903, 1.144, -0.603)  0.0451
H (-0.945, 2.709, -1.176)  0.0386
H (-1.430, -2.970, 3.778)  0.0569
H (-2.030, 2.423, -7.338)  0.0975
H (-0.370, 4.514, 1.358)  0.0430
H (-5.362, 3.690, -5.027)  0.1084
H (1.530, -4.361, -6.512)  0.1080
H (-0.105, -2.096, 4.608)  0.0596
H (0.653, 2.686, -0.345)  0.0523
H (-4.330, 1.093, 2.225)  0.0596
H (0.700, -2.457, -5.060)  0.0764
H (0.698, -2.391, 2.232)  0.0556
H (3.176, 1.258, 3.629)  0.0595
H (-2.928, -0.257, 0.576)  0.0432

Values from the calculation:
**Total charge**: -1
**HOMO energy**: -4.28 eV
**Orbital gap**: 6.2 eV